{
  "formula": "C10H40N20O10",
  "method": "ωB97M-V/def2-TZVPD",
  "species": ["H", "N", "H", "H", "N", "N", "H", "H", "H", "H", "N", "H", "H", "H", "H", "N", "H", "C", "N", "O", "H", "N", "H", "C", "N", "N", "H", "O", "N", "C", "N", "N", "C", "H", "C", "H", "H", "H", "H", "H", "H", "N", "N", "H", "H", "C", "O", "H", "N", "O", "H", "H", "H", "O", "C", "H", "C", "N", "H", "H", "H", "O", "H", "O", "C", "N", "H", "H", "H", "H", "O", "H", "O", "H", "N", "N", "C", "O", "H", "N"],
  "coordinates": [[9.9757, 10.8716, 21.1612], [17.1247, 11.8990, 24.2107], [14.5403, 13.6943, 28.3331], [14.0218, 16.9550, 21.6175], [8.3589, 18.0318, 26.4905], [14.2046, 16.7563, 19.1954], [7.6529, 17.6995, 27.1261], [11.6244, 11.3773, 21.4285], [10.5660, 18.1832, 25.3949], [11.0434, 14.2276, 23.2037], [10.4721, 16.8046, 21.6013], [16.3737, 11.3803, 23.7964], [9.5606, 17.0819, 21.2900], [16.3504, 12.8453, 20.7429], [13.6876, 14.2866, 22.1925], [10.1366, 14.2158, 30.0122], [9.4407, 15.2931, 27.1163], [16.5208, 14.6805, 21.3986], [10.7251, 16.1383, 19.4404], [16.0891, 17.9604, 19.4028], [8.9204, 18.8433, 26.6673], [13.6370, 14.4683, 23.1876], [10.2153, 19.8420, 22.6830], [10.4214, 14.5783, 28.7335], [11.3312, 21.7875, 21.4437], [16.7184, 14.8314, 28.1113], [14.1343, 13.9878, 23.9190], [15.4601, 16.6020, 27.4067], [14.4813, 14.6510, 28.0459], [12.7121, 15.3168, 23.6391], [9.3141, 14.8890, 28.0324], [17.9773, 13.6062, 25.3622], [11.8604, 20.5506, 21.6216], [11.7757, 15.7914, 25.4445], [15.5516, 15.4617, 27.8412], [15.9605, 14.7651, 23.3572], [12.9986, 14.5621, 25.5152], [11.8665, 12.7143, 22.9429], [16.7205, 13.8964, 28.4745], [10.5157, 16.7124, 24.5338], [15.6559, 17.7316, 21.6786], [11.1265, 13.3559, 22.7188], [10.6488, 11.4335, 21.6569], [9.7741, 16.4202, 19.2694], [10.9230, 13.9300, 30.5696], [15.0800, 17.5212, 19.9198], [11.5707, 14.6987, 28.3315], [11.4460, 18.7334, 22.5078], [12.4690, 15.2301, 24.9816], [12.8228, 20.2087, 20.9248], [14.5692, 16.4434, 18.3138], [11.1024, 15.4807, 18.7796], [11.8071, 22.3074, 20.7289], [8.2105, 16.0324, 25.4539], [16.8640, 13.0316, 24.9079], [18.8663, 13.1836, 25.1767], [10.1566, 12.6338, 22.0684], [10.0949, 17.3112, 25.2325], [10.6046, 22.0799, 22.0706], [13.3216, 16.4266, 19.5663], [9.2634, 14.4039, 30.4652], [17.0252, 15.1575, 20.3973], [13.5961, 15.1094, 27.9130], [12.3128, 15.5941, 20.8998], [8.8413, 17.0335, 25.7052], [16.4673, 15.2625, 22.6427], [16.7414, 16.1933, 22.8953], [18.0721, 11.5735, 24.2220], [15.6720, 12.9917, 22.3342], [17.5843, 15.3400, 28.1463], [15.7188, 13.5054, 25.0002], [17.8920, 14.4320, 25.9299], [12.0759, 16.1669, 22.9882], [10.8400, 16.9444, 22.5331], [14.7819, 17.4864, 21.2406], [11.1573, 19.6898, 22.3662], [11.1891, 16.0743, 20.7201], [8.9901, 13.0009, 22.0336], [8.3858, 14.7923, 28.3951], [16.0270, 13.4224, 21.5040]],
  "forces_ev_per_angstrom": [[0.3, -0.1, -0.2], [0.0, -0.2, 0.2], [-0.1, 0.0, 0.1], [0.1, -0.2, 0.2], [-0.6, -0.2, 0.2], [-0.3, 0.4, -0.9], [-0.1, 0.6, 0.1], [-0.1, -0.2, -0.3], [-0.1, 0.0, 0.1], [-0.8, -0.2, -0.2], [-1.5, 0.1, -0.8], [0.2, -0.2, 0.1], [-0.1, 0.2, 0.3], [-0.4, -0.3, 0.2], [0.2, 0.2, 0.2], [0.6, -0.7, 0.7], [-0.3, -0.3, 0.0], [1.1, 1.7, 1.1], [-1.0, -0.3, -0.7], [0.2, 0.8, 0.6], [-0.2, 0.0, 0.4], [-0.3, 0.2, -0.2], [0.1, 0.5, -0.2], [-0.4, 0.9, 0.7], [-0.3, -0.3, 0.8], [1.6, -0.3, 0.1], [0.4, -0.5, -0.4], [0.2, -0.4, 0.4], [-0.4, 0.8, -0.3], [-0.7, 2.1, 1.3], [0.2, 0.4, -1.0], [0.3, 0.7, 0.8], [1.4, -0.6, -3.2], [0.3, 0.0, 0.0], [-0.7, 0.1, -0.6], [0.2, 0.4, 0.0], [-0.2, 0.1, 0.4], [0.4, 0.9, 0.5], [0.0, 0.1, 0.1], [-0.3, 0.2, -0.1], [-0.7, 0.0, 1.1], [0.4, -1.8, -0.8], [-0.6, -0.7, -0.5], [0.0, 0.0, -0.1], [-0.1, 0.1, 0.1], [-0.9, -2.3, -1.2], [0.0, -0.4, -0.5], [0.6, 0.4, -0.5], [0.6, -0.8, 0.0], [-0.5, 0.2, 1.3], [-0.3, 0.2, -0.1], [0.1, 0.0, 0.2], [-0.3, 0.5, 0.3], [0.1, -0.7, 0.1], [-1.1, 0.0, -0.9], [0.1, 0.3, 0.1], [-1.0, 2.1, 2.0], [0.5, -0.6, -0.6], [0.1, 0.7, -0.4], [0.5, -0.2, 0.0], [0.0, -0.1, -0.1], [-0.4, -0.6, 0.6], [-0.4, -0.5, 0.2], [-0.6, -0.9, -1.7], [0.5, 1.0, -0.5], [0.1, 0.1, 0.5], [0.1, 0.1, -0.7], [-0.2, -0.5, -0.4], [0.3, 0.2, 0.1], [-0.2, 0.2, 0.1], [0.7, -0.4, 0.2], [0.1, 0.0, 0.0], [1.9, -0.7, 3.7], [-0.8, -0.3, -0.6], [1.5, 1.7, 0.1], [-1.0, -1.2, 2.0], [1.7, 0.8, -0.7], [0.3, -0.6, -0.8], [0.0, -0.1, -0.1], [-0.4, -1.6, -1.9]],
  "mulliken_charge": [0.257, -0.415, 0.149, 0.136, -0.453, -0.401, 0.265, 0.190, 0.146, 0.260, -0.054, 0.241, 0.161, 0.242, 0.298, -0.450, 0.094, 0.374, -0.468, -0.696, 0.174, 0.466, 0.195, 0.572, -0.457, -0.407, -0.048, -0.687, -0.256, -0.193, -0.232, -0.380, 0.510, 0.018, 0.699, -0.259, -0.061, 0.196, 0.137, 0.212, 0.169, -0.093, -0.467, 0.146, 0.233, 0.499, -0.652, 0.355, -0.062, -0.612, 0.136, 0.245, 0.253, -0.624, 0.791, 0.138, 0.519, -0.365, 0.161, 0.254, 0.164, -0.638, 0.176, -0.692, 0.451, 0.029, 0.263, 0.128, 0.094, 0.279, -0.836, 0.236, -0.074, -0.040, -0.281, -0.357, 0.640, -0.653, 0.197, -0.185],
  "total_energy_ev": -61303.41103,
  "de_lowest_kj_mol": 420.44,
  "e_homo_ha": -0.287,
  "total_charge": 0,
  "lumo_ev": -0.01
}

=====

{
  "formula": "C4H11N2S",
  "method": "ωB97M-V/def2-TZVPD",
  "species": ["C", "H", "N", "H", "H", "C", "H", "H", "H", "N", "S", "H", "H", "H", "C", "C", "H", "H"],
  "coordinates": [[-0.3772, -1.6010, -0.0404], [-0.4749, -2.4139, -0.8609], [-0.0585, 0.8406, 0.0622], [3.1176, -0.0164, -1.4425], [-1.8991, -0.0085, -0.2279], [-0.9350, -0.2256, -0.4461], [0.4438, 2.1826, 1.5334], [-1.3315, 2.3195, 0.9530], [1.2799, -1.4622, 1.2917], [0.9939, -1.3293, 0.2962], [1.9168, 0.5483, -1.6705], [-0.8202, 1.0803, 2.0132], [-1.0079, -2.0070, 0.6986], [-0.9196, -0.2458, -1.5725], [-0.5103, 1.6290, 1.2360], [1.2175, 0.3921, 0.0563], [1.8458, 0.7842, 0.8796], [1.8245, -1.5219, -0.2951]],
  "forces_ev_per_angstrom": [[-0.7, -1.1, -2.5], [0.5, 1.7, 1.0], [-1.6, -0.4, 0.4], [0.0, 0.1, 0.1], [-3.0, 0.3, 1.2], [2.6, 0.4, -3.4], [-1.7, -0.2, -0.2], [0.8, -0.3, 0.0], [-0.5, -0.3, -1.0], [3.2, 1.6, 1.8], [-0.1, -0.2, 1.1], [-1.2, -2.4, 3.0], [0.1, -0.5, 1.8], [0.1, 0.4, 1.0], [2.5, 2.8, -2.9], [0.5, -0.3, -0.8], [-0.1, -0.4, -0.6], [-1.4, -1.2, 0.1]],
  "nbo_charge": [-0.279, 0.257, -0.450, 0.132, 0.234, -0.234, 0.213, 0.237, 0.435, -0.606, 0.037, 0.188, 0.246, 0.226, -0.392, 0.062, 0.240, 0.453],
  "total_energy_ev": -18133.50681,
  "de_lowest_kj_mol": 194.15,
  "e_homo_ha": -0.501,
  "total_charge": 1,
  "lumo_ev": -3.31
}

=====

{
  "formula": "C22H24BF3N3O4",
  "method": "ωB97M-V/def2-TZVPD",
  "species": ["N", "O", "N", "C", "H", "O", "C", "H", "C", "C", "H", "H", "H", "H", "N", "O", "B", "C", "F", "C", "C", "C", "C", "H", "H", "C", "H", "H", "H", "C", "H", "O", "C", "H", "H", "H", "C", "H", "C", "C", "H", "C", "H", "C", "H", "C", "H", "C", "H", "H", "C", "H", "C", "F", "H", "F", "C"],
  "coordinates": [[1.2185, -1.7341, 1.5014], [-3.1640, -1.4876, 1.5923], [-0.4113, -0.4297, 2.1509], [-0.9000, -1.6677, 2.1845], [1.5412, 0.3594, 1.6341], [-1.1614, 0.6236, 2.5460], [-3.2386, -2.2732, 0.4109], [6.3296, 7.7287, -1.2336], [6.5746, 5.7899, -2.1166], [4.7816, 7.2983, -2.6534], [-4.2386, -6.5077, 0.9362], [0.5097, 2.4895, 0.7796], [1.8288, 2.1027, -5.2553], [-7.0442, -6.6223, 5.0060], [0.1070, -2.4380, 1.7956], [0.2354, 2.4405, 1.7137], [-0.9786, 1.8488, 1.7964], [2.1223, 1.9750, -4.2229], [-3.7319, -4.6608, 2.6825], [2.8850, 1.6711, -1.5655], [6.0684, 4.8600, -3.0135], [-4.8591, -6.5501, 1.8218], [1.5939, 1.9932, -1.9145], [6.5509, 3.9041, -3.1690], [4.1607, 1.5135, -4.6944], [-4.6940, -5.6255, 2.8289], [-5.9774, -8.2657, 1.2015], [-5.2862, -4.8833, 4.7425], [4.2794, 8.2455, -2.5115], [4.9253, 5.1757, -3.7189], [7.4747, 5.5631, -1.5615], [-2.0864, 2.3997, 1.2636], [-6.4305, -6.6043, 4.1163], [-7.3788, -8.3128, 3.2348], [-2.7847, 1.7611, 1.0792], [-3.4929, -3.3074, 0.6337], [1.1831, 2.1496, -3.2174], [4.8338, 1.2357, -2.3348], [3.4330, 1.6453, -3.9070], [-2.3049, -2.0232, 2.5678], [-3.9937, -1.8274, -0.2253], [0.8986, -0.4954, 1.7322], [3.3791, 6.5884, -4.1345], [-5.4548, -5.6282, 3.9763], [0.1551, 2.4038, -3.4384], [-5.8335, -7.5257, 1.9764], [0.0655, -3.4425, 1.7177], [-6.6191, -7.5523, 3.1201], [-2.5486, -1.5614, 3.5191], [3.1644, 1.5706, -0.5239], [3.8129, 1.4913, -2.5821], [-2.2926, -2.2528, -0.1422], [4.2703, 6.3793, -3.5582], [4.4295, 4.2738, -4.5943], [-2.3886, -3.1098, 2.6269], [0.6620, 2.1678, -0.9109], [5.9327, 7.0069, -1.9341]],
  "forces_ev_per_angstrom": [[0.1, 0.0, 0.0], [-0.2, 0.0, 0.2], [0.4, 0.0, 0.0], [0.1, 0.0, 0.3], [0.0, 0.0, 0.0], [0.0, -0.1, -0.1], [0.3, 0.0, -0.2], [0.0, 0.0, 0.0], [-0.1, 0.0, 0.0], [0.1, -0.1, 0.0], [0.0, 0.0, 0.0], [0.0, 0.7, 0.2], [0.0, 0.0, 0.0], [0.0, 0.0, 0.0], [-0.5, 0.3, 0.1], [0.2, -1.1, -0.1], [-0.3, 0.8, -0.1], [0.1, -0.1, 0.1], [-0.1, -0.2, 0.0], [0.0, 0.0, 0.2], [0.1, -0.1, 0.0], [0.1, 0.0, -0.1], [0.2, 0.0, -0.1], [0.0, 0.0, 0.0], [0.0, 0.0, 0.0], [-0.1, -0.1, 0.0], [0.0, 0.0, 0.0], [0.0, 0.0, 0.0], [0.0, 0.0, 0.0], [0.0, 0.1, 0.1], [0.0, 0.0, 0.0], [0.1, -0.4, -0.2], [0.0, -0.1, -0.1], [0.0, 0.0, 0.0], [-0.2, 0.1, 0.3], [-0.1, -0.1, 0.1], [-0.2, 0.0, 0.0], [0.0, 0.0, 0.0], [0.0, -0.1, 0.0], [0.1, 0.0, -0.7], [-0.1, 0.0, 0.0], [-0.1, -0.1, 0.1], [0.0, 0.0, 0.0], [0.0, 0.1, 0.1], [0.0, 0.0, 0.0], [0.0, 0.0, 0.1], [0.3, -0.1, -0.1], [0.0, 0.0, 0.0], [0.0, 0.0, 0.1], [0.0, 0.0, 0.0], [-0.1, 0.0, -0.1], [0.1, 0.0, 0.0], [-0.1, 0.0, -0.1], [0.0, 0.1, -0.1], [0.0, 0.1, 0.2], [0.0, -0.1, -0.2], [0.0, 0.0, 0.0]],
  "nbo_charge": [-0.191, -0.512, -0.016, 0.396, 0.269, -0.491, -0.267, 0.221, -0.188, -0.185, 0.226, 0.530, 0.229, 0.227, -0.296, -0.919, 1.273, -0.175, -0.368, -0.249, -0.291, -0.289, 0.364, 0.226, 0.231, 0.384, 0.226, 0.231, 0.221, 0.397, 0.220, -0.859, -0.179, 0.227, 0.510, 0.195, -0.282, 0.225, -0.197, -0.115, 0.219, 0.162, 0.231, -0.285, 0.237, -0.180, 0.450, -0.215, 0.245, 0.213, -0.202, 0.158, -0.287, -0.333, 0.231, -0.375, -0.228],
  "total_energy_ev": -44687.18017,
  "e_homo_ha": -0.398,
  "total_charge": 1,
  "lumo_ev": -2.84
}

=====

{
  "formula": "C8H13NS3",
  "method": "ωB97M-V/def2-TZVPD",
  "species": ["H", "C", "C", "C", "C", "S", "C", "S", "C", "H", "C", "H", "S", "H", "H", "H", "H", "H", "C", "H", "N", "H", "H", "H", "H"],
  "coordinates": [[-1.5449, 1.5931, -1.8619], [-0.6944, 0.9788, -1.6560], [0.4316, 2.6957, -0.3615], [-1.1882, 1.0376, 0.9010], [1.5292, -2.1762, -0.1813], [3.0501, -1.3217, -0.1813], [-0.1630, 1.2703, -0.2300], [3.1065, 1.5090, 0.5038], [0.3921, -1.5480, -0.2511], [-2.1036, -2.6733, 1.9578], [-1.2046, -2.8125, 1.3567], [-0.9864, -0.0658, -1.7109], [-1.2352, -2.2021, -0.3603], [1.2901, 2.5297, -1.0074], [-1.9722, 1.7957, 0.8331], [-0.4027, 3.1287, -0.8433], [-1.0293, -3.8400, 1.2413], [0.0166, 1.1806, -2.4136], [2.1503, 0.3064, -0.0721], [-0.3609, -2.5039, 1.9687], [0.8290, 0.2187, -0.0007], [-0.6256, 0.9147, 1.7613], [0.6194, 3.1284, 0.5360], [-1.5714, 0.0225, 0.5356], [1.6676, -3.1665, -0.4638]],
  "forces_ev_per_angstrom": [[-0.8, 0.4, -0.1], [-0.8, -0.7, 1.4], [-0.7, -3.3, -1.7], [-0.9, -1.2, -4.1], [1.9, 0.8, -1.0], [-1.9, 1.3, 0.1], [0.2, 0.1, -0.7], [0.8, 0.9, -0.3], [-0.5, 3.8, 0.2], [-0.2, 0.2, -0.5], [-0.4, 0.0, 0.7], [-0.2, 0.1, -0.3], [1.2, 0.6, 0.9], [0.0, 1.0, 0.0], [0.1, -0.2, 0.6], [-0.5, 1.4, -0.7], [-0.1, -1.7, 0.0], [1.0, 0.2, -0.6], [0.6, -1.3, 1.9], [0.0, 0.7, -0.4], [0.3, -4.3, -1.3], [0.5, 0.2, 2.1], [1.0, 1.4, 2.5], [-0.2, 1.5, 1.3], [-0.3, -1.9, 0.0]],
  "nbo_charge": [0.209, -0.608, -0.600, -0.628, -0.432, 0.355, 0.161, -0.178, -0.018, 0.232, -0.739, 0.201, 0.306, 0.230, 0.217, 0.200, 0.219, 0.216, -0.047, 0.244, -0.442, 0.222, 0.218, 0.213, 0.249],
  "total_energy_ev": -42499.42871,
  "de_lowest_kj_mol": 145.24,
  "e_homo_ha": -0.288,
  "total_charge": 0,
  "lumo_ev": 0.38
}